Model one:
Entry from the OMol25 dataset: one molecule with the formula C5H13N3 (ωB97M-V/def2-TZVPD).

Values from the calculation:
SMILES = [H]/N=C\[C@@H](C)[C@@H](N)NC
Gap between HOMO and LUMO = 9.115 eV
LUMO = 0.783 eV

Element x y z (Å)
N  0.36589  -1.16494  -1.74722
N  -0.18959  0.97936  2.34736
N  1.20366  0.71635  -0.31350
C  0.33713  1.73804  -0.87056
C  -1.66999  -0.83528  0.46524
C  0.78574  -0.83869  -0.44667
C  0.42249  -0.01534  1.76663
C  -0.17946  -1.01621  0.71590
H  -0.45290  -0.64370  -2.03606
H  0.40290  1.79600  -1.95984
H  -2.21926  -1.20394  1.33790
H  1.72285  -1.35192  -0.21932
H  -2.02354  -1.37405  -0.41806
H  -0.02448  -2.02210  1.12316
H  -1.98051  0.20444  0.34111
H  0.58504  2.71613  -0.44660
H  1.10074  -1.03677  -2.43291
H  2.15386  0.86053  -0.64583
H  -0.70855  1.55677  -0.62206
H  1.24868  -0.46943  2.33640
H  -0.88071  1.40474  1.72494

Atom charges from the Mulliken analysis, given in e for atoms 1 to 8: N -0.580; N -0.731; N -0.248; C -0.968; C -1.562; C -0.492; C -0.168; C 0.465

---

Model two:
Entry from the OMol25 dataset: C5H13N3 as an isolated structure (ωB97M-V/def2-TZVPD).

Values from the calculation:
Gap between HOMO and LUMO (spin up / spin down) = 8.748 / 8.749 eV
LUMO (spin up / spin down) = 0.767 / 0.767 eV

Element x y z (Å)
N  -1.07340  0.03160  -1.43135
N  1.16948  -0.68512  -1.88307
N  -2.50180  -0.67740  0.74778
C  0.87485  -0.05405  0.01065
C  -1.72397  0.41308  0.34032
C  0.05642  -0.73493  -1.02678
C  1.41166  -0.84704  1.16719
C  1.24507  1.40327  0.03157
H  -3.03894  -1.08187  -0.00758
H  2.33221  1.52029  0.01490
H  -1.14224  0.79801  1.17749
H  1.15918  -0.37896  2.12190
H  -0.22328  -1.75258  -0.74742
H  0.90537  1.88390  0.95298
H  2.50271  -0.90157  1.11383
H  -0.75288  0.94467  -1.75602
H  -2.33363  1.21641  -0.05853
H  1.04154  -1.87229  1.16874
H  -1.97793  -1.39918  1.22306
H  1.24086  0.22275  -2.34586
H  0.82872  1.95101  -0.81378

Atom charges from the Mulliken analysis, given in e for atoms 1 to 8: N -0.693; N -0.833; N -0.544; C 0.716; C -0.406; C -0.161; C -1.521; C -1.147

---

Model three:
Entry from the OMol25 dataset: one molecule with the formula C5H13N3 (ωB97M-V/def2-TZVPD).

Values from the calculation:
SMILES = C[C@H](N)CC/N=C\N
Gap between HOMO and LUMO = 9.651 eV
LUMO = 0.980 eV

Element x y z (Å)
N  -0.18209  -0.81044  1.44792
N  0.36701  -2.20117  -1.96807
N  -0.40244  0.10865  -2.39555
C  -0.43753  0.65364  1.49521
C  -0.22141  1.08129  -0.03280
C  0.41007  -0.92173  -2.56343
C  -1.09328  0.25761  -1.11506
C  0.69002  1.27503  2.27161
H  1.64384  0.86228  1.91031
H  -0.02263  -1.18985  2.33921
H  -0.02397  -2.30959  -1.05470
H  -1.42482  0.93378  1.96102
H  0.72097  2.31868  1.86142
H  0.85387  -2.96371  -2.24914
H  -2.14525  0.83624  -1.32886
H  0.78589  1.21127  -0.46404
H  -1.31452  -0.71516  -0.69151
H  0.52519  -0.98345  0.69897
H  0.69970  1.19370  3.24870
H  -0.51193  2.24914  0.04848
H  1.08332  -0.88621  -3.41969

Atom charges from the Mulliken analysis, given in e for atoms 1 to 8: N -0.623; N -0.346; N -0.548; C 0.356; C -0.823; C 0.067; C -0.547; C -1.496

---

Among the structures above, stability is greatest for model one.